# C12H31CuN2O8P

A structure of composition C12H31CuN2O8P at a distorted geometry (ωB97M-V with the def2-TZVPD basis set, the Open Molecules 2025 dataset).

Calculated values
* total charge: -1
* LUMO level: 2.058 eV
* Kohn-Sham gap: 4.46 eV
* HOMO level: -2.402 eV

XYZ file:
```
55
Properties=species:S:1:pos:R:3:forces:R:3
Cu 2.3395 0.8365 0.0869 2.14 0.21 1.05
O 3.2058 1.8118 1.9450 -1.52 -0.15 -0.49
H 2.5268 2.2365 2.5046 0.39 -0.15 -0.35
O 4.3648 -0.1946 -0.2944 -1.71 -0.24 -0.41
H 3.9872 -0.9850 -0.7272 0.40 0.30 0.11
C 0.6171 1.5611 -2.6346 0.29 -0.47 0.01
O 1.1537 1.9370 -1.6237 0.05 0.67 0.31
N 0.2480 2.3486 -3.6762 0.29 -1.93 -0.04
C -0.4137 1.7687 -4.8378 -0.28 0.32 -0.16
C 0.4446 3.7584 -3.6904 -0.26 0.77 -0.84
H 0.4328 0.4871 -2.7923 -0.19 -0.01 -0.20
H -1.4594 2.0744 -4.8689 -0.11 0.45 -0.23
H -0.4975 0.6851 -4.9210 0.63 -0.11 0.80
H 0.1074 2.0845 -5.7417 -0.15 0.18 -0.11
H 1.3251 4.1711 -3.1979 -0.19 -0.66 0.58
H 0.6010 4.0190 -4.7371 -0.22 0.27 -0.14
H -0.4816 4.2214 -3.3501 0.15 0.54 0.14
C 4.2842 -2.0153 4.1509 0.69 3.76 -0.19
O 4.6284 -0.8034 4.3054 -1.04 -3.93 -0.19
N 3.1853 -2.4353 3.4765 -0.51 0.45 0.70
C 2.8361 -3.8442 3.4036 0.31 1.04 -0.17
C 2.3913 -1.5104 2.6798 0.13 0.73 -1.14
H 4.9204 -2.8424 4.5021 -0.10 -0.06 0.21
H 2.9648 -4.2037 2.3826 0.29 -0.28 -0.06
H 1.7746 -3.9614 3.6220 0.02 -0.16 0.40
H 3.4903 -4.3358 4.1236 -0.29 -0.51 -0.19
H 2.8206 -1.5168 1.6779 -0.14 0.03 -0.38
H 1.3195 -1.6921 2.6004 -0.02 -0.96 0.32
H 2.4089 -0.4434 2.9019 0.96 0.00 0.73
C -3.8740 1.1479 -2.1407 0.14 0.90 1.83
C -3.3807 0.9055 -0.7077 0.15 -0.61 -0.42
O -1.9891 0.6589 -0.7635 2.25 -1.25 0.24
P -1.1654 -0.2551 0.3351 -0.95 0.71 0.65
O 0.3175 -0.1942 0.2598 -2.29 -0.28 -0.32
O -1.8272 0.3603 1.7350 -0.10 -1.91 -2.42
C -1.3386 1.6339 2.2247 0.79 -0.93 1.50
C -0.4281 1.2019 3.4164 0.52 0.19 -1.06
O -1.8472 -1.7674 0.1190 0.92 3.82 3.00
C -1.6101 -2.5243 -1.0237 -0.49 -0.27 -0.56
C -3.0053 -2.9380 -1.3939 -1.00 -0.51 -0.18
H -4.8725 1.5436 -1.9549 -0.40 -0.36 -0.67
H -3.3100 1.9633 -2.5936 0.17 -0.37 -0.36
H -3.8341 0.1763 -2.6330 -0.15 0.45 -0.46
H -3.4966 1.6976 0.0320 -0.58 0.14 -0.28
H -3.9137 0.0009 -0.4150 0.02 0.00 0.68
H -0.8751 2.1797 1.4029 0.50 0.01 0.28
H -2.1651 2.2371 2.6002 -0.41 -0.32 -0.24
H -0.1832 1.9928 4.1252 0.03 0.05 -0.20
H -0.8033 0.3284 3.9497 -0.79 0.32 0.03
H 0.4785 0.7836 2.9791 0.41 0.51 -0.01
H -1.1647 -1.8970 -1.7958 0.37 -0.35 -0.15
H -1.0005 -3.3774 -0.7261 0.27 0.09 -0.39
H -3.0789 -3.7836 -2.0778 0.08 0.17 -0.22
H -3.5579 -3.2021 -0.4923 0.32 -0.41 0.21
H -3.6012 -2.0900 -1.7314 0.26 0.09 -0.56
```
Forces are in eV/Å.